147
Properties=species:S:1:pos:R:3:forces:R:3:lowdin_charge:R:1 method="wB97M-V/def2-TZVPD" spin_multiplicity=1 e_homo_ev=-9.802 gap_ha=0.36972
Zn -0.094115 -25.185099 3.357949 0.69 0.46 -0.02 0.6429
C -3.387040 -24.963313 5.477643 -1.34 -0.82 0.06 0.0030
C -2.092243 -25.097617 4.783128 1.03 0.71 -1.57 -0.6702
O -2.083317 -25.172638 3.488132 -0.41 -0.09 0.73 -0.0960
O -0.991428 -25.108144 5.386700 -0.42 -0.13 0.26 -0.0422
H -3.463803 -25.850835 6.104982 -0.10 0.08 0.47 0.0752
H -4.255762 -25.015363 4.816807 0.38 -0.01 -0.25 0.0627
H -3.543320 -24.075463 6.075496 0.47 0.08 0.24 0.0676
C 3.024572 -22.756282 3.067542 0.87 0.42 -0.91 0.0055
C 1.882812 -23.670853 3.262408 -2.21 1.75 0.16 -0.6987
O 2.045570 -24.870256 3.574473 -0.35 -0.46 -0.04 -0.0623
O 0.699395 -23.135286 3.117663 1.41 -2.03 0.18 -0.0861
H 3.527697 -22.480613 3.989511 -0.11 -0.04 0.14 0.0641
H 2.685627 -21.861406 2.553764 -0.01 0.17 0.19 0.0649
H 3.767038 -23.229237 2.419814 0.09 -0.11 0.14 0.0883
C 2.060624 -22.075139 -2.089834 -0.20 -0.60 0.16 -0.1048
C 1.035877 -21.901889 -0.948613 1.13 0.10 0.00 -0.2593
C 0.706592 -23.241727 -0.277400 -0.79 0.45 -0.12 -0.1966
C 0.244207 -24.227345 -1.266180 0.72 0.82 1.49 -0.2536
N 0.024960 -25.094519 -1.967557 -0.55 -1.09 -1.17 0.1581
H 3.048693 -22.374354 -1.699625 -0.31 0.26 -0.11 0.0780
H 2.150687 -21.148376 -2.662580 0.12 -0.21 0.02 0.0705
H 1.732579 -22.905025 -2.753939 0.18 0.66 0.16 0.0680
H 0.141171 -21.432480 -1.367055 -0.04 -0.11 0.27 0.1054
H 1.468433 -21.248383 -0.163726 -0.44 -0.15 -0.46 0.0861
H -0.083226 -23.080296 0.474302 0.32 -0.25 -0.17 0.0955
H 1.568035 -23.677683 0.241171 -0.10 0.13 -0.13 0.1120
C -1.555662 -28.435896 -1.203966 0.17 -0.16 0.41 -0.0968
C -0.555159 -29.033823 -0.186760 -1.04 0.29 -0.08 -0.2429
C 0.682230 -28.189135 0.074276 0.02 0.46 -0.24 -0.1604
C 0.492405 -26.887763 0.736311 -1.06 0.46 0.75 -0.1133
N 0.215374 -25.913951 1.297923 0.53 -1.20 -0.64 0.2032
H -1.046354 -28.266428 -2.173167 -0.64 0.00 0.42 0.0824
H -2.033013 -27.520839 -0.828964 0.61 0.15 -0.18 0.0710
H -2.421307 -29.108300 -1.270914 0.43 -0.15 -0.47 0.0702
H -0.240516 -30.028597 -0.512927 0.19 0.18 -0.05 0.1059
H -1.093280 -29.190604 0.734265 -0.13 -0.13 0.54 0.0970
H 1.086278 -27.948438 -0.882011 0.60 0.28 -0.92 0.1100
H 1.441821 -28.759336 0.582344 0.30 -0.13 0.51 0.0847
C -7.370304 -22.698486 2.046801 -1.51 0.60 -1.73 -0.1161
C -6.139866 -23.003885 1.200650 -0.28 -0.51 0.18 -0.2589
C -5.020144 -23.546980 2.101067 1.08 -0.79 -1.35 -0.1912
C -4.616915 -22.546414 3.068146 -0.70 -0.92 0.13 -0.2429
N -4.479833 -21.811871 3.930118 0.54 0.90 0.65 0.1857
H -8.203825 -22.411729 1.324561 0.79 -0.26 1.08 0.0920
H -7.231906 -21.867319 2.733113 0.22 0.12 -0.05 0.0643
H -7.729557 -23.534100 2.636727 0.12 -0.35 -0.04 0.0710
H -5.798214 -22.116801 0.666893 0.12 0.27 0.33 0.1047
H -6.344754 -23.693689 0.353412 -0.03 -0.03 0.86 0.1170
H -4.143758 -23.704831 1.448716 -0.12 -0.22 0.32 0.1181
H -5.221700 -24.539220 2.593492 -0.08 1.10 -0.34 0.1225
C 2.525512 -24.059259 8.841122 -0.86 1.75 -0.10 -0.1043
C 3.739368 -23.824063 8.010695 1.70 -1.11 1.70 -0.2985
C 3.460083 -23.473413 6.605562 -0.57 0.69 -1.48 -0.1903
C 2.580105 -22.292834 6.511749 1.40 -1.47 0.30 -0.2274
N 1.891296 -21.394795 6.568975 -1.24 1.60 -0.11 0.1912
H 1.811688 -24.672784 8.310921 -0.36 -0.17 -0.09 0.0794
H 2.096404 -23.063302 9.040331 -0.42 -0.46 -0.04 0.0842
H 2.727913 -24.480330 9.792909 0.36 -0.57 0.82 0.0633
H 4.301812 -24.751439 8.053559 0.24 -0.39 -0.56 0.1089
H 4.460910 -23.150777 8.508938 -0.60 0.28 -0.33 0.1278
H 2.894447 -24.263450 6.081823 0.52 0.02 0.07 0.1244
H 4.393307 -23.240404 6.082045 -0.24 -0.22 -0.18 0.1243
C -4.657353 -25.904688 9.385351 0.37 -2.22 -1.13 -0.1069
C -3.291255 -26.411964 9.956082 -0.91 1.89 2.22 -0.2938
C -2.268864 -26.744666 8.923441 -0.63 -1.03 -1.06 -0.2020
C -2.617311 -28.044592 8.248040 0.79 0.80 0.17 -0.1817
N -2.748105 -29.097007 7.799898 -0.24 0.23 -0.04 0.1504
H -5.126467 -26.751374 8.769995 0.42 1.02 0.81 0.0857
H -4.559355 -25.057357 8.686511 0.12 -0.19 0.66 0.0487
H -5.317533 -25.709623 10.219516 -0.23 0.32 -0.02 0.0592
H -3.441618 -27.190453 10.755108 0.09 0.42 -1.06 0.1222
H -2.886066 -25.524410 10.524888 -0.23 -0.89 -0.54 0.1008
H -1.268162 -26.862147 9.296236 0.44 -0.17 0.44 0.1136
H -2.222563 -25.896905 8.239943 -0.04 -0.33 -0.43 0.0697
C -5.783201 -30.535069 4.882480 -0.36 0.57 -0.03 -0.1013
C -4.518193 -30.000042 4.168523 -0.76 0.06 0.40 -0.2494
C -4.189936 -28.574769 4.615335 -0.59 0.82 -0.01 -0.1969
C -5.350181 -27.677563 4.375440 1.60 -1.11 0.27 -0.2442
N -6.192375 -26.979878 4.065471 -1.22 0.97 -0.27 0.1586
H -5.779212 -30.376242 5.997005 0.43 -0.47 -1.02 0.0942
H -6.064027 -31.579970 4.608602 0.39 0.84 0.31 0.0823
H -6.565837 -29.857331 4.540974 -0.50 -0.33 -0.01 0.0534
H -4.649770 -29.946836 3.061526 0.12 -0.54 0.81 0.1275
H -3.702200 -30.623137 4.475508 0.76 -0.39 -0.35 0.0777
H -3.413936 -28.144742 3.973746 0.22 -0.07 0.24 0.1093
H -3.894252 -28.484119 5.673263 -0.05 -0.24 -0.39 0.0824
C -0.493935 -31.572698 6.262425 0.38 0.39 0.08 -0.0890
C 0.267066 -30.519523 5.456367 -1.08 -0.73 -0.38 -0.2240
C -0.650498 -29.328252 5.109290 1.41 -0.42 0.41 -0.1427
C 0.024050 -28.240151 4.402714 -0.56 0.89 -0.25 -0.0880
N 0.311222 -27.294612 3.810916 0.05 -0.89 0.62 0.2053
H 0.003559 -32.516034 6.431229 0.55 -0.17 -0.34 0.0728
H -1.433598 -31.795498 5.816772 -0.90 -0.20 -0.46 0.0578
H -0.691981 -31.194696 7.243849 -0.33 0.38 0.64 0.0575
H 0.722851 -30.955183 4.582711 -0.11 -0.10 -0.67 0.0975
H 1.078881 -30.188605 6.023529 1.32 0.77 1.06 0.0865
H -1.108948 -28.947311 6.019727 -0.03 0.20 -0.01 0.0922
H -1.423134 -29.636401 4.447697 -0.85 -0.41 -0.53 0.0978
C -2.986749 -20.205539 6.891728 2.46 0.64 -1.87 -0.0800
C -1.502233 -20.777758 6.857357 -1.39 -0.98 -1.08 -0.2182
C -1.409956 -22.330994 6.702085 -0.35 0.32 1.69 -0.1576
C -2.023816 -23.024358 7.925601 1.77 1.00 -2.65 -0.1681
N -2.422282 -23.638031 8.797972 -0.57 -0.36 1.14 0.1733
H -3.672658 -20.652794 6.190167 0.24 -0.49 -0.69 0.0295
H -2.841312 -19.162425 6.543206 -0.52 -0.33 0.51 0.0749
H -3.516850 -20.242903 7.780699 -0.45 0.08 2.20 0.0336
H -0.849826 -20.416068 7.645122 -0.13 0.11 0.11 0.0970
H -1.096381 -20.468316 5.888780 0.18 0.37 0.33 0.0695
H -0.342941 -22.660094 6.539412 -1.33 0.17 0.29 0.0994
H -2.043650 -22.599534 5.854682 0.30 -0.11 0.00 0.0815
C -1.655890 -20.713094 1.412716 0.96 1.21 -1.51 -0.1032
C -1.769798 -19.406314 2.222260 1.43 -1.82 0.46 -0.2195
C -0.524619 -19.021175 3.093527 -0.71 -0.16 -0.92 -0.1443
C 0.729108 -19.300632 2.357874 -1.51 1.11 0.97 -0.2178
N 1.658802 -19.366744 1.703588 1.10 -0.42 -0.65 0.1548
H -1.486901 -21.629173 1.952316 0.07 -0.17 0.54 0.0586
H -0.857078 -20.597743 0.634795 -0.45 -0.26 0.68 0.0609
H -2.575157 -20.778572 0.840916 -0.30 -0.32 -0.04 0.0664
H -2.569440 -19.649996 2.888889 -0.83 0.82 0.54 0.0811
H -1.942592 -18.614249 1.532495 -0.59 0.67 -0.33 0.0978
H -0.546794 -19.603720 3.998074 0.19 -0.18 0.40 0.0803
H -0.652582 -17.948175 3.345715 0.63 -0.62 -0.07 0.1266
C 4.260048 -29.356343 3.826663 0.18 -0.33 -0.72 -0.0889
C 3.602538 -28.100149 3.291147 -0.77 1.11 1.03 -0.2728
C 4.328097 -27.083668 2.399431 0.86 0.28 0.32 -0.1639
C 4.765995 -27.721273 1.141854 -1.07 1.71 3.08 -0.2246
N 4.931382 -28.319499 0.203880 0.72 -1.70 -2.80 0.1535
H 4.575751 -29.958046 2.971144 0.54 0.06 0.05 0.0567
H 3.517717 -30.012918 4.266991 -0.34 0.16 0.35 0.0571
H 5.070653 -29.242760 4.549965 0.00 0.26 -0.24 0.0763
H 3.073806 -27.525948 4.073824 0.72 -0.02 0.05 0.0993
H 2.753266 -28.377333 2.729248 -1.01 -0.83 -0.91 0.0566
H 5.202823 -26.658449 2.922686 -0.23 -0.14 -0.30 0.1233
H 3.658169 -26.227703 2.173771 0.28 -0.58 0.12 0.1032
C 2.538076 -33.128422 -1.617125 0.34 0.55 -0.29 -0.1101
C 3.554106 -31.921452 -1.617527 -0.66 -1.34 1.60 -0.1925
C 4.035784 -31.764393 -0.118380 2.17 -0.11 -1.88 -0.2068
C 3.013987 -31.511537 0.823334 -1.09 0.38 0.79 -0.2706
N 2.202389 -31.314320 1.610802 -0.23 0.13 0.11 0.1718
H 2.804942 -34.028431 -1.043069 0.74 0.23 -0.49 0.0756
H 2.266578 -33.391423 -2.644008 -0.06 -0.12 0.26 0.0680
H 1.649579 -32.832824 -1.073140 -0.44 0.41 -0.19 0.0521
H 2.990637 -31.024432 -1.889461 0.32 -0.05 -0.18 0.0994
H 4.423630 -32.070631 -2.289343 -0.57 0.11 0.51 0.1113
H 4.791470 -30.955835 -0.050192 -0.43 -0.27 0.04 0.0983
H 4.545195 -32.688841 0.207365 -0.14 0.26 -0.25 0.1289